# C38H107NO16

A 15-piece molecular cluster, C38H107NO16 overall at a distorted geometry (the ωB97M-V functional and the def2-TZVPD basis, OMol25).

XYZ file:
```
162
C38H107NO16 | OMol25 | the ωB97M-V functional and the def2-TZVPD basis
C -18.68660 -11.51680 10.92572
O -17.54126 -11.09539 10.22814
H -18.86861 -12.58724 11.00978
H -18.91262 -11.07124 11.89904
H -19.56312 -11.19692 10.33642
H -17.66340 -10.15870 9.99500
C -18.56465 -19.52016 3.09596
O -19.54008 -20.18198 3.85455
H -17.96161 -18.78245 3.62894
H -17.93061 -20.22219 2.55197
H -19.06183 -18.93786 2.30486
H -19.52084 -21.12865 3.72842
C -11.34280 -7.49516 2.61912
O -12.35898 -6.86105 3.38052
H -10.72827 -6.66886 2.25312
H -10.67110 -8.16025 3.15956
H -11.77709 -7.94605 1.72482
H -12.84955 -7.46349 3.94516
C -16.14131 -7.91135 10.13129
O -17.48686 -8.32349 9.79514
H -15.93985 -7.00257 9.56453
H -16.18997 -7.66640 11.19665
H -15.36738 -8.66246 10.00243
H -17.97160 -7.57829 9.44293
C -15.92333 -8.94933 2.61377
O -14.82606 -9.71565 2.16370
H -15.59149 -7.96319 2.96305
H -16.66242 -8.84476 1.81646
H -16.51279 -9.25344 3.48378
H -14.78816 -9.64673 1.20948
C -16.90792 -17.19709 6.04763
O -17.39719 -16.15272 6.87727
C -16.74681 -14.89817 6.80888
C -17.60637 -13.87674 7.57692
N -16.80896 -12.74331 7.97106
C -16.36693 -11.96382 6.81358
C -15.95854 -10.55897 7.19276
O -15.74222 -9.84851 5.98733
C -14.86652 -8.76120 6.09300
H -17.46856 -18.10592 6.22148
H -15.83851 -17.30272 6.26806
H -16.88420 -16.85812 5.00479
H -16.54854 -14.59974 5.77629
H -15.79089 -14.98823 7.34419
H -18.12374 -14.35120 8.40880
H -18.38976 -13.62935 6.84326
H -17.17175 -12.14551 8.71425
H -17.09059 -11.98131 5.98842
H -15.47071 -12.46972 6.43387
H -15.03420 -10.53682 7.78308
H -16.73315 -10.09312 7.81532
H -15.29701 -7.90418 6.62615
H -14.75994 -8.34716 5.08777
H -13.88053 -9.01954 6.48392
C -20.45921 -11.60912 5.83882
C -21.85560 -11.10876 6.23376
C -22.92988 -11.64116 5.30051
O -22.12617 -11.57041 7.56241
H -19.82971 -11.45298 6.72750
H -19.94178 -10.99536 5.09610
H -20.29564 -12.66384 5.62063
H -21.88359 -10.01655 6.34875
H -23.91609 -11.18063 5.26812
H -23.03436 -12.71367 5.47271
H -22.53893 -11.49026 4.28911
H -21.47568 -11.14858 8.13295
C -14.75617 -14.02147 10.48195
C -13.77935 -14.80311 9.65768
C -12.34251 -14.29547 9.74481
O -13.77721 -16.18167 10.10016
H -14.86940 -12.98619 10.13586
H -14.48470 -14.01737 11.53916
H -15.82706 -14.25262 10.46662
H -13.98170 -14.86984 8.58187
H -12.11696 -14.04486 10.78826
H -12.16847 -13.38274 9.17437
H -11.55551 -15.00065 9.47739
H -14.72139 -16.40438 10.11893
C -14.15926 -3.73462 4.63244
C -12.96093 -4.04178 5.56296
C -13.32446 -5.25129 6.41681
O -11.85255 -4.30334 4.70116
H -14.45761 -4.53267 3.95539
H -14.01070 -2.81632 4.06367
H -14.99802 -3.51017 5.30697
H -12.68459 -3.19480 6.19121
H -14.30223 -5.18315 6.89408
H -12.50589 -5.44145 7.10848
H -13.41529 -6.13227 5.77660
H -12.10809 -5.04187 4.11571
C -13.32481 -21.08517 3.04361
C -14.41943 -20.37439 3.80224
C -14.58082 -18.90411 3.35529
O -15.67349 -21.02779 3.67021
H -13.68744 -21.23173 2.01755
H -13.15362 -22.11553 3.36378
H -12.35661 -20.59179 2.98033
H -14.25137 -20.28899 4.87681
H -14.72909 -18.89579 2.27325
H -13.69539 -18.31753 3.61005
H -15.40108 -18.44201 3.90311
H -15.91935 -21.02611 2.73846
C -17.80130 -19.01514 9.53735
C -18.14330 -17.58227 9.89670
C -18.52320 -17.37865 11.35736
O -17.10891 -16.67293 9.59176
H -17.21885 -19.03309 8.60955
H -18.55238 -19.80010 9.50484
H -17.02813 -19.37203 10.23623
H -19.02894 -17.35487 9.28324
H -19.47477 -17.84815 11.61628
H -18.51299 -16.33175 11.65101
H -17.80552 -17.90909 11.99347
H -17.09434 -16.55426 8.61721
C -16.74329 -14.30356 2.82817
C -18.02329 -15.04493 2.45102
C -19.28321 -14.68463 3.22125
O -18.22168 -14.81425 1.03181
H -15.98369 -14.19041 2.05982
H -16.29647 -14.80002 3.69717
H -16.93780 -13.27974 3.17638
H -17.78931 -16.11150 2.52312
H -19.32154 -14.97518 4.27359
H -20.24131 -15.04159 2.83848
H -19.37753 -13.59302 3.14830
H -18.32323 -13.85181 0.99546
C -13.59158 -18.12824 7.28831
C -13.77263 -19.17214 8.42872
C -13.69167 -20.57145 7.83928
O -12.71620 -19.05312 9.35176
H -14.16351 -18.55201 6.45976
H -12.53418 -17.97006 7.09197
H -14.05385 -17.17820 7.56186
H -14.78138 -19.06072 8.84658
H -14.48485 -20.79943 7.12819
H -13.68882 -21.31164 8.63956
H -12.73945 -20.63908 7.30495
H -12.73459 -18.17852 9.76291
C -21.37353 -14.31573 9.75050
C -21.50645 -15.22683 8.51381
C -22.87392 -15.91182 8.55450
O -21.38296 -14.48456 7.31620
H -22.27829 -13.71377 9.86940
H -20.55874 -13.59683 9.66455
H -21.26919 -14.97161 10.61597
H -20.72152 -15.98157 8.54734
H -22.93882 -16.77739 9.22539
H -23.14556 -16.33505 7.58758
H -23.64331 -15.24280 8.94654
H -21.93336 -13.69445 7.41457
C -11.42857 -10.22602 9.04997
C -11.11651 -9.16511 7.97280
C -11.40202 -7.77376 8.50383
O -9.76209 -9.30613 7.57822
H -12.31129 -9.90691 9.62088
H -10.63029 -10.32708 9.78148
H -11.79184 -11.14198 8.58631
H -11.82936 -9.35664 7.16951
H -10.78013 -7.53086 9.37484
H -12.43714 -7.76626 8.85204
H -11.18875 -6.95238 7.82205
H -9.21232 -9.09593 8.33866
```

Summary:
Lowest unoccupied orbital energy   -0.07 eV
Highest occupied orbital energy   -0.3120 Ha
DFT total energy   -75385.6631 eV

***

# C38H108O16

A 16-piece molecular cluster, C38H108O16 overall at a distorted geometry (the ωB97M-V functional and the def2-TZVPD basis, OMol25).

XYZ file:
```
162
C38H108O16 | OMol25 | the ωB97M-V functional and the def2-TZVPD basis
C -0.61742 3.72423 -1.13406
C -0.81436 4.99374 -1.94652
C -2.25564 5.49613 -1.91731
O 0.07990 5.98746 -1.46757
H -0.83869 3.80970 -0.06631
H 0.37995 3.29418 -1.20921
H -1.35943 2.97236 -1.41301
H -0.52242 4.77746 -2.97994
H -2.55335 5.66120 -0.88152
H -2.85881 4.75002 -2.43684
H -2.36189 6.44700 -2.44094
H 0.23641 6.58623 -2.20302
C -2.91911 -2.67942 1.83204
C -4.13638 -3.03356 0.99262
C -5.07641 -4.05208 1.59261
O -4.86082 -1.86500 0.64567
H -2.41123 -3.63735 1.97178
H -3.14438 -2.23379 2.80325
H -2.25264 -1.99311 1.30742
H -3.70392 -3.48593 0.09672
H -4.60010 -4.95023 1.98987
H -5.78492 -4.35539 0.82132
H -5.66617 -3.68468 2.43692
H -5.19068 -1.46687 1.45787
C -0.35226 0.00630 -0.61518
C 0.48971 0.00359 0.64774
C 1.79045 -0.75613 0.51951
O 0.78794 1.32415 1.01768
H 0.10390 0.70856 -1.31617
H -1.36223 0.31182 -0.34256
H -0.28868 -0.95008 -1.13991
H -0.07967 -0.43085 1.48002
H 1.66542 -1.83375 0.41975
H 2.30512 -0.59674 1.47409
H 2.51978 -0.37564 -0.19797
H 0.11398 1.70464 1.59498
C -1.97070 2.39635 5.00753
C -1.75441 1.62082 3.73407
C -2.96484 0.92559 3.17557
O -1.18771 2.45178 2.71291
H -2.91144 2.95122 5.03239
H -1.13365 3.06794 5.20779
H -1.96059 1.77287 5.90515
H -0.90168 0.97427 3.96209
H -3.72165 1.65073 2.86902
H -3.45308 0.26606 3.89797
H -2.73120 0.30254 2.31105
H -1.65822 3.29234 2.75086
C 3.37852 -3.28907 -1.15518
C 4.48064 -4.17568 -1.78102
C 4.04357 -4.72248 -3.13129
O 5.65733 -3.41190 -1.93937
H 3.72955 -2.70040 -0.30700
H 2.53644 -3.86920 -0.77554
H 3.11670 -2.54896 -1.91532
H 4.72865 -4.96973 -1.06656
H 3.84345 -3.89415 -3.81463
H 3.10348 -5.27506 -3.06616
H 4.76990 -5.38069 -3.60658
H 5.79558 -2.93450 -1.10458
C -4.87582 -0.66104 -4.09386
C -4.60162 -1.44269 -2.80299
C -3.23911 -1.08279 -2.23652
O -5.61840 -1.04469 -1.86662
H -4.71332 0.40827 -3.95560
H -5.92482 -0.79805 -4.36242
H -4.28592 -0.98834 -4.95099
H -4.67950 -2.51178 -3.01829
H -2.43309 -1.35528 -2.92089
H -3.13502 -1.51404 -1.24075
H -3.14743 0.00372 -2.18045
H -5.26251 -1.21821 -0.97682
C -1.32105 -1.76270 5.46242
C 0.01466 -2.42839 5.26401
C 0.46304 -2.48781 3.81490
O 1.03491 -1.65122 5.89988
H -1.31271 -0.85148 4.86263
H -1.45689 -1.49761 6.51242
H -2.14259 -2.40100 5.13629
H -0.00774 -3.42096 5.72446
H 0.51737 -1.47281 3.41703
H -0.18257 -3.10340 3.18950
H 1.48616 -2.86301 3.83040
H 0.76454 -1.44760 6.80131
C 2.17965 2.07443 5.98297
C 2.41697 1.30534 4.68517
C 3.27265 1.98266 3.64589
O 2.97891 0.02835 4.98285
H 1.97085 3.13943 5.85974
H 2.99713 2.10100 6.70940
H 1.38687 1.55683 6.52867
H 1.42058 1.17547 4.24176
H 4.30206 2.02206 4.01455
H 2.96785 3.01988 3.49912
H 3.31405 1.49711 2.67227
H 2.26505 -0.54115 5.31333
C 4.48328 0.53934 -3.11912
C 4.08570 1.97199 -3.35187
C 2.96413 2.42066 -2.41012
O 5.20054 2.85377 -3.17259
H 4.63854 0.40501 -2.04507
H 5.42758 0.26466 -3.59158
H 3.70838 -0.12477 -3.50033
H 3.74328 2.10700 -4.37946
H 2.89486 3.49358 -2.60502
H 3.19523 2.28349 -1.35353
H 1.98797 1.99707 -2.65551
H 5.80605 2.50381 -2.51339
C -6.66313 2.24931 0.10219
C -5.54417 2.58405 -0.88705
C -4.19444 2.10637 -0.36398
O -5.82823 1.90428 -2.10271
H -6.33821 2.45079 1.12641
H -6.91421 1.18664 0.08779
H -7.57016 2.79537 -0.15349
H -5.49998 3.66237 -1.04160
H -3.41123 2.25244 -1.10765
H -4.23328 1.02537 -0.18823
H -3.91365 2.50729 0.61179
H -5.72430 0.95880 -1.91593
C -0.06147 2.79883 -6.09984
C 0.17838 1.44103 -5.44295
C -0.83145 1.17010 -4.34335
O 0.03095 0.48565 -6.49760
H 0.74784 3.05220 -6.78398
H -0.01981 3.58816 -5.34241
H -1.04625 2.84942 -6.56243
H 1.22335 1.47149 -5.11686
H -1.86760 1.09021 -4.66873
H -0.78719 1.98175 -3.61030
H -0.54541 0.26887 -3.79628
H 0.21827 -0.39483 -6.12754
C 5.94899 -0.97631 0.71982
O 6.03276 -2.37585 0.62944
H 6.57916 -0.50564 -0.03563
H 4.93071 -0.62801 0.50817
H 6.22187 -0.56398 1.69321
H 5.67688 -2.76233 1.44626
C 1.51693 -1.89566 -4.33083
O 0.39367 -1.90152 -5.23169
H 1.32212 -1.38353 -3.38376
H 1.80280 -2.92058 -4.09783
H 2.34537 -1.35179 -4.78142
H -0.08164 -2.72001 -5.07152
C 1.96849 4.87273 1.09608
O 1.49659 6.19875 1.02704
H 2.57534 4.54332 0.24714
H 2.54872 4.75461 2.00911
H 1.10722 4.19956 1.12307
H 0.89267 6.29678 0.27848
C -0.15696 -4.44877 -0.53715
O 0.33877 -5.77854 -0.41729
H 0.41077 -3.88682 0.21171
H -0.00215 -3.99344 -1.51200
H -1.20862 -4.35538 -0.25196
H 0.44379 -5.96264 0.51814
C 3.47803 -4.24128 2.34000
O 4.68747 -3.56725 2.69787
H 3.78058 -5.11471 1.75541
H 2.96416 -4.64811 3.21253
H 2.79209 -3.63073 1.75799
H 4.94453 -3.90172 3.56022
```

Summary:
Relative energy (zero: lowest compared OMol25 entry of this formula, charge and spin)   7.8 kcal per mole
Lowest unoccupied orbital energy   -0.11 eV
Highest occupied orbital energy   -0.3468 Ha
DFT total energy   -73915.2701 eV